64
Properties=species:S:1:pos:R:3:lowdin_charge:R:1 method="wB97M-V/def2-TZVPD" s2=2.017 e_homo_ev="-14.23 / -14.68" homo_lumo_gap_ev="8.73 / 6.21" charge=+2 multiplicity=3
H 3.241 -1.396 -0.663 0.09
C 0.644 -1.992 -5.056 -0.18
C 2.195 1.597 -4.675 -0.15
H 3.565 4.149 1.049 0.11
O 1.820 0.397 -0.070 -0.18
C 3.836 -1.045 0.184 -0.02
C 2.147 0.963 -3.300 -0.38
C 3.778 3.489 0.205 -0.02
H -4.216 -1.392 -0.271 0.11
C -0.352 -0.945 -4.623 -0.38
H 5.566 1.391 1.157 0.10
H 0.615 2.345 0.111 0.03
C -0.826 -0.934 2.106 -0.24
H -1.448 -2.371 0.621 0.14
C -2.398 -0.462 0.263 -0.34
C -3.329 -1.001 -0.777 -0.02
H 1.341 3.593 1.172 0.11
H 1.653 -1.590 -5.131 0.06
C -1.974 2.697 2.383 -0.02
H 2.852 0.133 -3.227 0.06
H -0.402 -0.132 -5.344 0.05
H 0.178 -2.810 2.324 0.09
H 3.304 -1.314 1.101 0.10
Pd -0.407 0.627 -0.144 0.72
H -3.670 -0.237 -1.474 0.08
H 0.360 -2.352 -6.045 0.09
H 5.606 1.559 -0.632 0.10
H 1.599 2.503 -4.720 0.06
H 2.391 1.691 -2.525 0.04
H -2.214 1.351 -2.522 0.03
C 2.864 1.104 0.071 -0.47
H 3.750 4.091 -0.708 0.11
H -0.418 3.072 -4.309 0.06
H -2.884 -1.829 -1.330 0.09
C -0.971 0.390 2.553 0.01
H -1.595 1.881 -4.889 0.07
H 1.362 3.829 -0.588 0.11
C -1.502 -1.332 0.929 -0.02
N 4.016 0.400 0.118 -0.10
H -0.513 0.682 3.489 0.14
H 4.774 3.104 0.330 0.06
H -2.132 3.301 -4.004 0.09
H -3.200 1.553 0.261 0.15
C -0.082 -1.936 2.914 -0.01
C -1.245 1.797 -2.764 -0.41
H 1.861 0.913 -5.450 0.07
H -0.953 2.474 -1.942 0.03
C 5.373 0.896 0.202 -0.03
Sb 0.197 0.093 -2.743 1.55
C -1.762 1.313 1.857 -0.28
H 0.650 -2.848 -4.385 0.08
H 6.060 0.054 0.136 0.10
H 4.801 -1.538 0.174 0.09
N 2.759 2.456 0.144 -0.11
C -1.342 2.554 -4.073 -0.16
H 3.226 1.865 -4.899 0.09
H -2.013 3.434 1.580 0.09
C 1.449 3.085 0.209 -0.04
H -1.202 2.977 3.098 0.09
H -1.342 -1.375 -4.486 0.06
H 0.816 -1.511 3.360 0.10
H -0.717 -2.269 3.738 0.11
C -2.467 0.881 0.701 -0.09
H -2.936 2.737 2.901 0.11

70
Properties=species:S:1:pos:R:3:lowdin_charge:R:1 method="wB97M-V/def2-TZVPD" s2=0.757 e_homo_ev="-11.00 / -11.00" homo_lumo_gap_ev="7.58 / 2.87" charge=+1 multiplicity=2
H -3.131 1.014 -3.934 0.05
N 6.516 0.467 -3.784 0.13
H -1.553 -2.381 -0.311 0.09
H 1.651 0.631 4.543 0.07
C 0.897 -4.996 -0.435 -0.06
C 0.604 3.196 -2.532 -0.17
H 2.293 -3.229 4.712 0.08
C 1.151 -4.208 0.750 -0.29
C -4.669 0.380 0.671 -0.05
N 1.295 -3.654 1.737 0.16
H -3.611 0.213 0.872 0.05
H -1.947 -1.177 0.932 0.05
C -1.499 -1.324 -0.051 -0.02
H 1.947 2.912 2.450 0.06
H 1.561 -0.099 -1.406 0.06
H 0.353 -5.921 -0.248 0.09
C -4.865 -2.660 1.973 -0.30
H 1.240 2.162 1.014 0.03
H 0.388 -4.377 -1.174 0.07
C -4.590 1.230 -0.528 -0.27
H -1.986 4.455 -2.381 0.08
H -0.146 0.367 -1.847 0.05
C -0.083 -0.715 -0.006 -0.46
O 3.338 2.927 -0.980 -0.61
C -1.467 4.621 -1.437 -0.19
O 0.365 5.997 -2.753 -0.25
C 2.809 -1.060 4.789 -0.47
H 0.676 -0.843 4.970 0.08
H -0.150 3.111 -3.313 0.07
H 4.419 0.644 -1.537 0.03
H 1.591 3.162 -2.994 0.07
N -4.469 1.927 -1.422 0.12
S 3.572 3.021 0.535 0.89
C 1.476 -0.429 4.356 -0.01
O 0.538 -0.619 1.024 0.05
H 4.994 1.114 0.412 0.04
C -3.088 0.179 -4.634 -0.07
H 3.758 -2.673 5.734 0.08
C 4.162 1.367 1.071 -0.24
S 0.314 4.842 -1.737 1.08
H 1.918 -5.140 -0.788 0.09
H -1.709 3.949 -0.613 0.08
C 1.870 2.979 1.365 -0.22
C -6.186 -3.006 1.448 -0.05
H -5.946 -3.921 0.907 0.09
H -6.549 -2.264 0.737 0.07
H -2.062 -0.743 -0.782 0.05
N -3.862 -2.411 2.406 0.16
C 5.535 0.306 -3.223 -0.27
C 4.261 0.155 -2.499 -0.08
H 3.453 0.577 0.821 0.05
H 4.036 -0.904 -2.378 0.09
H 1.188 -0.693 3.339 0.05
H -5.059 0.927 1.530 0.10
H -2.742 0.526 -5.607 0.08
H 2.084 -2.452 6.182 0.08
C 0.506 -0.373 -1.383 -0.01
N -1.754 -1.852 -3.611 0.14
H -4.130 -0.086 -4.815 0.09
O 3.915 -0.536 4.643 0.03
H 0.487 2.389 -1.808 0.04
H 1.408 3.903 1.016 0.01
H 4.400 1.358 2.134 0.06
H 0.409 -1.315 -1.923 0.07
C -2.365 -0.954 -4.042 -0.25
C 2.766 -2.467 5.332 -0.03
H -5.186 -0.557 0.467 0.06
H 3.450 0.661 -3.023 0.07
H -1.849 5.597 -1.136 0.07
H -6.942 -3.229 2.201 0.09

72
Properties=species:S:1:pos:R:3:lowdin_charge:R:1 method="wB97M-V/def2-TZVPD" e_homo_ev=-9.81 homo_lumo_gap_ev=8.45
C 3.162 -4.749 -2.895 -0.46
H 2.786 7.553 1.822 0.08
H 0.141 2.588 -1.578 0.08
O 1.583 -1.855 -2.876 0.25
H -5.465 1.984 -2.876 0.08
C -3.663 1.677 0.063 -0.06
H -6.428 1.565 2.163 0.13
H 1.503 6.975 0.744 0.08
H -6.085 1.550 -1.291 0.07
H -8.879 1.438 1.773 0.08
H -3.346 0.639 -0.055 0.09
H -6.313 0.077 4.185 0.08
C 2.067 1.911 0.294 -0.07
H -6.710 -1.317 3.161 0.08
C 1.055 -4.108 -3.480 0.00
H 6.877 -3.688 1.275 0.08
H -8.932 -0.172 2.472 0.08
O 5.552 -5.654 0.069 -0.06
H 3.239 4.229 3.556 0.08
H 0.570 4.833 2.511 0.09
C -5.193 1.526 -1.923 -0.06
F -1.046 -3.223 -3.053 0.17
F -0.996 -5.187 -3.823 0.15
O -4.434 3.652 -1.081 -0.06
H 3.831 5.900 3.515 0.08
H 8.707 -6.063 -1.020 0.08
H 8.437 -3.975 0.482 0.08
H 7.272 -6.131 1.043 0.14
H 7.020 -3.475 -0.463 0.08
H -3.185 2.293 -1.940 0.13
H -5.199 3.662 -0.494 0.08
O 3.198 -3.394 -2.718 0.18
H 0.710 0.943 -1.926 0.07
C 0.114 1.550 -1.239 -0.05
O 3.998 -5.494 -2.637 0.21
F -0.521 -3.509 -5.122 0.20
C 0.633 1.423 0.184 -0.49
H -7.242 -0.808 0.848 0.09
O -6.802 0.050 0.857 -0.07
H -2.848 2.241 0.522 0.08
C 1.936 6.873 1.740 -0.06
C -6.250 -0.325 3.172 -0.06
H -0.001 1.999 0.860 0.13
C 1.805 -5.201 -3.454 -0.47
C 2.355 5.433 1.995 -0.50
H 7.326 -7.157 -1.220 0.08
H 5.270 -5.140 -0.697 0.05
H 2.731 1.315 -0.342 0.08
C 7.356 -4.087 0.379 -0.07
H -8.529 1.219 3.497 0.08
C 1.901 -2.945 -2.994 -0.39
C 2.951 5.268 3.384 -0.06
H 1.116 -0.460 0.007 0.08
H 2.218 5.528 4.153 0.08
H 3.085 5.125 1.244 0.13
C -4.050 2.290 -1.273 -0.49
H -4.922 0.484 -2.101 0.08
O 0.558 0.058 0.599 -0.06
Cl 1.466 -6.824 -3.879 0.82
C -8.402 0.784 2.504 -0.06
C 7.618 -6.116 -1.079 -0.06
C -0.397 -4.011 -3.915 -0.62
C 6.969 -5.544 0.173 -0.50
H 2.150 2.958 0.001 0.07
H -0.914 1.188 -1.305 0.06
O 1.225 4.573 1.853 -0.07
H -5.197 -0.459 2.915 0.08
C -6.930 0.595 2.170 -0.51
H 1.170 7.185 2.455 0.08
H -4.503 1.706 0.762 0.06
H 7.291 -5.569 -1.968 0.08
H 2.430 1.805 1.317 0.08

69
Properties=species:S:1:pos:R:3:lowdin_charge:R:1 method="wB97M-V/def2-TZVPD" s2=3.769 e_homo_ev="-7.63 / -7.33" homo_lumo_gap_ev="4.22 / 3.98" charge=+1 multiplicity=4
H 2.529 -2.194 0.944 0.14
N -1.195 1.559 0.287 -0.23
H -3.011 0.470 -0.180 0.13
H 1.217 -0.078 4.535 0.11
C -0.425 -3.456 -0.036 -0.05
H -0.498 -1.328 -2.466 0.11
H 0.049 -4.382 -0.382 0.14
H 1.070 -1.138 -3.007 0.16
H -0.123 3.248 -3.846 0.11
H -1.143 1.239 -4.935 0.11
O -2.290 -0.271 2.820 0.00
C 3.002 0.018 2.523 -0.03
C -0.663 0.555 -4.224 -0.01
H 1.345 2.263 -3.851 0.10
O -2.355 -1.612 0.962 -0.05
H -1.345 -0.291 -4.102 0.11
C 1.074 -1.625 2.397 -0.21
C -1.692 1.704 -2.203 -0.07
H 1.155 1.526 3.852 0.09
H 1.491 -2.037 3.328 0.15
C 0.894 2.057 1.254 -0.16
H 2.576 -3.998 2.466 0.10
C -0.610 2.287 1.410 -0.13
H 2.134 -1.351 -0.856 0.12
H -2.333 0.823 -2.096 0.13
C 0.864 0.489 3.664 -0.02
H 0.258 0.199 -4.700 0.10
H 0.884 -4.419 2.180 0.10
H -3.751 2.712 -0.681 0.10
C 1.772 -3.975 1.721 -0.02
N 0.490 0.476 -1.938 -0.03
H 1.514 0.761 -2.112 0.17
H -2.822 3.823 0.349 0.09
H 3.310 1.064 2.641 0.09
O -1.680 -3.835 -2.026 0.02
N 1.114 0.621 1.039 -0.12
H -0.941 -3.675 0.905 0.14
C -2.837 3.313 -0.619 -0.02
H -0.829 3.360 1.395 0.14
H 3.343 -0.521 3.415 0.10
N 0.587 -2.392 0.148 -0.26
H -3.118 1.464 1.258 0.15
C -2.449 0.793 0.703 -0.08
H 1.567 -2.790 -1.636 0.17
C -1.488 -3.007 -1.071 -0.57
H -2.908 4.089 -1.390 0.10
H 0.205 -1.462 1.599 0.05
C -0.375 1.279 -2.898 -0.47
H 3.551 -0.389 1.668 0.08
C 0.462 -1.007 -2.097 -0.19
H -0.010 -1.725 2.521 0.14
H 0.428 1.216 -1.143 0.15
C 0.464 2.535 -3.257 -0.01
H -0.757 3.194 -0.955 0.13
H 1.240 2.585 0.355 0.12
H 2.095 -4.610 0.887 0.09
H 1.994 0.460 0.468 0.12
C -1.567 2.465 -0.842 -0.32
H -0.221 0.428 3.689 0.07
H 1.476 2.498 2.067 0.12
H -0.964 1.923 2.375 0.12
Er -0.460 -0.524 -0.058 1.07
C 1.533 -2.535 1.247 -0.32
C 1.458 -0.100 2.351 -0.44
O -1.829 -1.788 -1.017 -0.18
C -2.274 -0.499 1.561 -0.67
H -2.231 2.356 -2.905 0.14
C 1.215 -1.905 -1.086 -0.12
H 0.834 3.062 -2.371 0.08

| no. | F_max (eV Å⁻¹) |
| --- | --- |
| 1 | 1.51 |
| 2 | 3.87 |
| 3 | 4.25 |
| 4 | 7.25 |